{
  "formula": "C23H25ClN4O",
  "method": "ωB97M-V with the def2-TZVPD basis set",
  "homo_ev": -7.81,
  "relative_energy_ev": 0.000,
  "total_energy_ev": -44788.2690,
  "species": ["C", "H", "H", "H", "C", "C", "N", "C", "C", "C", "C", "C", "C", "N", "C", "C", "H", "H", "C", "H", "H", "H", "H", "C", "O", "N", "C", "H", "C", "N", "C", "C", "C", "C", "C", "C", "H", "H", "Cl", "H", "H", "C", "H", "C", "H", "H", "H", "H", "H", "H", "H", "H", "H", "H"],
  "coordinates": [[0.9006, 6.6097, -0.4690], [1.7808, 6.1831, 0.0055], [0.0319, 6.3696, 0.1405], [1.0113, 7.6907, -0.5017], [0.7523, 6.0520, -1.8868], [0.6171, 4.5589, -1.8485], [1.7306, 3.8778, -1.9185], [1.6737, 2.5316, -1.8427], [2.8504, 1.7626, -1.9232], [2.7776, 0.4005, -1.8359], [1.5400, -0.2492, -1.6523], [0.3763, 0.4783, -1.5928], [0.4234, 1.8806, -1.6848], [-0.7182, 2.5983, -1.6213], [-0.6452, 3.9005, -1.7032], [-1.9325, 4.6709, -1.6544], [-1.8713, 5.4190, -0.8599], [-2.0461, 5.2105, -2.5998], [-3.1421, 3.7741, -1.4286], [-4.0517, 4.3694, -1.4066], [-3.0447, 3.2415, -0.4867], [-3.2179, 3.0392, -2.2245], [-0.5886, 0.0048, -1.4921], [1.5195, -1.7465, -1.6427], [1.8816, -2.3855, -2.6139], [1.0878, -2.3451, -0.5075], [0.6711, -1.6956, 0.7105], [0.7993, -0.6169, 0.6283], [-0.7983, -2.0461, 1.0116], [-0.9676, -3.4813, 1.0846], [-0.8356, -4.1377, 2.2992], [-0.1848, -5.3700, 2.4276], [-0.1304, -6.0314, 3.6396], [-0.7199, -5.4733, 4.7595], [-1.3779, -4.2579, 4.6613], [-1.4375, -3.6063, 3.4480], [-1.9853, -2.6788, 3.3919], [-1.8511, -3.8283, 5.5304], [-0.6419, -6.2946, 6.2819], [0.3806, -6.9786, 3.7135], [0.2990, -5.8309, 1.5818], [-0.5392, -4.1026, -0.1503], [-0.7100, -5.1770, -0.1093], [0.9285, -3.7843, -0.4650], [1.2201, -4.1823, -1.4380], [1.5828, -4.1970, 0.3113], [-1.1624, -3.6923, -0.9531], [-1.0938, -1.5724, 1.9448], [-1.4358, -1.6640, 0.2074], [1.2943, -2.0653, 1.5363], [3.6682, -0.2052, -1.9104], [3.7899, 2.2747, -2.0595], [1.6513, 6.2937, -2.4551], [-0.1101, 6.5045, -2.3772]],
  "forces_ev_per_a": [[-0.04, 0.02, -0.16], [0.07, -0.02, 0.07], [-0.06, 0.01, 0.10], [0.00, 0.10, 0.07], [-0.06, 0.05, 0.14], [0.43, -0.12, -0.16], [0.07, 0.41, -0.03], [-0.56, -0.44, 0.09], [-0.01, -0.18, 0.03], [0.09, 0.11, 0.00], [-0.31, 0.22, -0.19], [0.35, -0.18, -0.05], [0.67, 0.21, -0.08], [-0.30, 0.23, 0.00], [-0.01, -0.39, 0.04], [-0.20, -0.07, 0.02], [0.02, 0.10, -0.08], [0.02, 0.11, 0.06], [0.09, 0.21, -0.04], [-0.08, 0.04, 0.01], [-0.06, -0.10, 0.05], [-0.07, -0.09, -0.01], [-0.12, -0.06, 0.04], [0.02, 0.01, 0.04], [0.15, 0.05, -0.26], [-0.06, -0.16, 0.15], [-0.32, 0.28, 0.32], [0.02, -0.14, 0.08], [0.35, 0.27, 0.11], [-0.28, 0.06, -0.31], [-0.06, -0.24, 0.32], [-0.01, 0.15, -0.17], [-0.10, 0.04, 0.26], [0.03, 0.01, -0.18], [0.11, -0.10, 0.02], [0.07, 0.04, -0.04], [-0.06, 0.07, -0.03], [-0.05, 0.02, 0.09], [0.01, -0.09, 0.17], [0.04, -0.08, 0.03], [0.05, 0.00, -0.10], [0.28, -0.11, -0.04], [-0.02, 0.02, -0.03], [-0.17, -0.33, -0.28], [0.00, 0.00, 0.16], [-0.02, 0.00, -0.05], [0.06, -0.08, 0.00], [-0.04, 0.00, -0.06], [0.02, 0.06, 0.06], [-0.05, 0.07, -0.03], [0.10, -0.03, -0.03], [0.10, 0.06, 0.00], [-0.11, -0.04, -0.07], [0.02, 0.04, -0.05]]
}